# 1
Computed, not measured: an isolated molecule of ClH4PSi, with ωB97M-V with the def2-TZVPD basis set.

Structure (XYZ):
```
7
Properties=species:S:1:pos:R:3:forces:R:3:nbo_charge:R:1
P -0.7204 1.2259 -0.1292 2.74 1.73 -1.85 -0.138
Si 0.6063 -0.5575 0.3643 -2.05 1.10 -1.27 0.779
Cl 2.4351 0.2270 0.4967 1.33 0.01 0.53 -0.347
H -0.9416 0.7265 -1.4940 0.19 0.47 0.97 0.009
H -1.7533 0.6077 0.3068 -3.38 -1.77 1.42 -0.034
H -0.0332 -1.2706 1.4953 0.62 -0.22 -0.15 -0.127
H 0.4071 -0.9590 -1.0399 0.55 -1.33 0.35 -0.141
```
Forces are in eV/Å.

Properties
Relative energy (zero: lowest compared OMol25 entry of this formula, charge and spin) ... 0.833 eV
Net charge ... 0
Max |F| ... 4.07 eV Å⁻¹
E_HOMO ... -9.16 eV

# 2
Computed, not measured: a cluster of 2 separate species, ClH5N3PS in total, with ωB97M-V with the def2-TZVPD basis set.

Structure (XYZ):
```
11
Properties=species:S:1:pos:R:3:forces:R:3:nbo_charge:R:1
N -0.5048 1.7651 -0.9350 -0.81 -1.83 -2.46 -0.644
N 1.2874 -1.5414 0.7569 -2.73 3.33 -0.33 -1.128
N 0.2770 0.6166 -0.7048 -0.02 -0.84 1.37 -0.695
P 0.0933 -0.2781 0.8121 1.10 -0.99 -3.02 1.493
S -0.1286 0.7401 2.3703 -0.25 -0.27 0.34 -0.372
Cl -2.2480 -1.2889 -0.7015 1.24 0.43 0.88 -0.707
H -1.3816 1.5110 -1.5055 1.43 0.73 2.02 0.399
H -0.5398 2.3693 -0.1542 -0.46 0.47 0.73 0.384
H 1.6399 -1.8666 -0.1226 0.00 -0.40 -0.02 0.430
H 1.4578 -1.9784 1.6277 0.35 -0.68 0.51 0.426
H 0.0474 -0.0488 -1.4432 0.16 0.05 -0.01 0.413
```
Forces are in eV/Å.

Properties
Relative energy (zero: lowest compared OMol25 entry of this formula, charge and spin) ... 1.773 eV
Net charge ... 0
Max |F| ... 4.32 eV Å⁻¹
E_HOMO ... -8.99 eV

# 3
Computed, not measured: a structure of composition ClH6NaO3, with ωB97M-V with the def2-TZVPD basis set.

Structure (XYZ):
```
11
Properties=species:S:1:pos:R:3:forces:R:3:nbo_charge:R:1
Na -0.7036 0.1166 0.1899 -2.37 2.72 2.90 0.892
Cl -2.5293 0.7505 -0.7141 -3.70 0.57 -1.29 -0.937
O -0.4150 -1.3621 -0.7724 0.48 -4.35 -3.46 -0.934
H -0.6343 -2.1501 -0.2752 -0.21 -0.47 -0.16 0.479
H 0.4847 -1.5061 -1.0657 0.19 -0.36 -0.21 0.471
O -0.1194 1.9206 -0.2171 1.60 1.88 0.09 -0.925
H 0.1668 2.8180 -0.3876 -0.08 0.28 -0.05 0.491
H 0.5017 1.3749 -0.6994 0.51 0.42 -0.63 0.447
O 0.8303 -0.5241 1.0457 3.19 -0.62 2.18 -0.966
H 0.6409 -1.0498 1.8229 0.05 -0.22 0.41 0.491
H 1.7774 -0.3883 1.0728 0.34 0.14 0.22 0.492
```
Forces are in eV/Å.

Properties
Relative energy (zero: lowest compared OMol25 entry of this formula, charge and spin) ... 2.711 eV
Net charge ... 0
Max |F| ... 5.58 eV Å⁻¹
E_HOMO ... -7.39 eV

# 4
Computed, not measured: a structure of composition ClH8O5V, with ωB97M-V with the def2-TZVPD basis set.

Structure (XYZ):
```
15
Properties=species:S:1:pos:R:3:forces:R:3:nbo_charge:R:1
O 0.6664 -1.0844 1.7574 -0.54 0.96 -1.58 -0.341
V 0.2663 -0.0761 0.6297 1.77 -0.19 4.03 1.394
Cl 1.3428 1.9758 1.9192 -1.33 -1.58 -1.49 -0.570
O 2.1112 -0.2421 -0.5198 -0.76 -0.09 -0.22 -0.903
H 2.3051 0.3258 -1.2655 0.00 0.51 -0.13 0.515
H 2.9437 -0.6712 -0.3222 0.21 -0.33 0.58 0.536
O -0.2208 1.1901 -1.0420 -0.05 -0.27 -0.47 -0.930
H -0.2487 0.8859 -1.9491 0.01 -0.03 -0.48 0.507
H -0.6776 2.0312 -1.0568 -0.08 0.59 0.34 0.539
O -0.5465 -1.6679 -0.6015 0.03 0.83 -0.43 -0.918
H -0.6365 -1.4022 -1.5167 -0.13 -0.09 -0.42 0.499
H -0.8442 -2.5776 -0.5853 0.03 -0.44 0.55 0.540
O -1.8102 0.3126 1.3799 0.70 0.18 -0.57 -0.916
H -2.0670 1.2115 1.5855 0.20 0.53 0.26 0.522
H -2.5840 -0.2114 1.5872 -0.05 -0.58 0.03 0.525
```
Forces are in eV/Å.

Properties
⟨S²⟩ ... 0.789
Relative energy (zero: lowest compared OMol25 entry of this formula, charge and spin) ... 0.707 eV
2S+1 ... 2
Net charge ... +1
Max |F| ... 4.40 eV Å⁻¹
E_HOMO (spin up / spin down) ... -12.70 / -12.72 eV

# 5
Computed, not measured: the ion ClHNO2S with charge -1, with ωB97M-V with the def2-TZVPD basis set.

Structure (XYZ):
```
6
Properties=species:S:1:pos:R:3:forces:R:3:nbo_charge:R:1
N 0.1720 -0.7176 -0.2985 -0.26 0.93 0.89 -1.153
S 0.1809 -1.0306 1.2115 -2.66 0.21 2.21 2.178
O -0.0395 -2.4434 1.5780 0.70 1.89 -0.89 -0.953
O -0.5283 -0.0534 2.1341 1.63 -1.91 -2.14 -0.983
Cl 2.2103 -0.6319 1.7391 0.63 -0.10 0.41 -0.437
H 0.1886 0.3314 -0.2483 -0.04 -1.02 -0.47 0.348
```
Forces are in eV/Å.

Properties
Relative energy (zero: lowest compared OMol25 entry of this formula, charge and spin) ... 0.153 eV
Net charge ... -1
Max |F| ... 3.46 eV Å⁻¹
E_HOMO ... -5.02 eV

# 6
Computed, not measured: a structure of composition ClLi, with ωB97M-V with the def2-TZVPD basis set.

Structure (XYZ):
```
2
Properties=species:S:1:pos:R:3:forces:R:3:nbo_charge:R:1
Li -0.0875 0.1802 -1.0600 0.07 -0.14 0.85 0.941
Cl 0.0875 -0.1802 1.0600 -0.07 0.14 -0.85 -0.941
```
Forces are in eV/Å.

Properties
Relative energy (zero: lowest compared OMol25 entry of this formula, charge and spin) ... 0.021 eV
Net charge ... 0
Max |F| ... 0.86 eV Å⁻¹
E_HOMO ... -9.26 eV

# 7
Computed, not measured: a structure of composition ClMg, with ωB97M-V with the def2-TZVPD basis set.

Structure (XYZ):
```
2
Properties=species:S:1:pos:R:3:forces:R:3:nbo_charge:R:1
Mg -0.6685 0.7273 0.6261 1.37 -1.48 -1.28 1.707
Cl 0.6685 -0.7273 -0.6261 -1.37 1.48 1.28 -0.707
```
Forces are in eV/Å.

Properties
Relative energy (zero: lowest compared OMol25 entry of this formula, charge and spin) ... 0.315 eV
Net charge ... +1
Max |F| ... 2.39 eV Å⁻¹
E_HOMO ... -15.65 eV

# 8
Computed, not measured: a cluster of 2 separate species, ClNO2S in total, with ωB97M-V with the def2-TZVPD basis set.

Structure (XYZ):
```
5
Properties=species:S:1:pos:R:3:forces:R:3:nbo_charge:R:1
N -0.7691 0.3161 0.5362 1.46 -1.03 -2.67 0.555
O -1.1282 1.3805 0.7539 -1.27 3.13 0.92 -0.244
O -0.7271 -0.7105 1.0632 -0.13 -2.08 1.48 -0.254
S 0.7027 0.0064 -1.7740 -0.29 0.15 0.32 0.054
Cl 1.9216 -0.9926 -0.5793 0.24 -0.16 -0.05 -0.111
```
Forces are in eV/Å.

Properties
Relative energy (zero: lowest compared OMol25 entry of this formula, charge and spin) ... 1.604 eV
Net charge ... 0
Max |F| ... 3.50 eV Å⁻¹
E_HOMO (spin up / spin down) ... -9.57 / -9.28 eV

# 9
Computed, not measured: a cluster of 2 separate species, ClNO3 in total, with ωB97M-V with the def2-TZVPD basis set.

Structure (XYZ):
```
5
Properties=species:S:1:pos:R:3:forces:R:3:nbo_charge:R:1
N -0.2971 0.4894 0.4876 3.39 -0.57 -3.21 0.568
O -0.7568 -0.5383 0.7179 -2.62 -0.78 2.30 -0.252
O -0.2513 1.6334 0.6387 -1.18 1.99 1.41 -0.237
O 1.2132 -0.7670 -1.4261 -0.43 -0.24 0.48 -0.504
Cl 0.4965 -2.0311 -0.8118 0.84 -0.40 -0.97 0.425
```
Forces are in eV/Å.

Properties
Relative energy (zero: lowest compared OMol25 entry of this formula, charge and spin) ... 1.653 eV
Net charge ... 0
Max |F| ... 4.71 eV Å⁻¹
E_HOMO (spin up / spin down) ... -10.41 / -9.40 eV

# 10
Computed, not measured: a structure of composition ClNO3, with ωB97M-V with the def2-TZVPD basis set.

Structure (XYZ):
```
5
Properties=species:S:1:pos:R:3:forces:R:3:nbo_charge:R:1
N -0.7789 -0.7238 -0.9397 -1.46 -1.67 -1.67 0.531
O -1.6860 -0.0087 -0.7712 -0.21 1.13 0.67 -0.243
O 0.3415 -0.8429 -0.5983 0.34 -1.06 -0.61 -0.286
O 0.5848 1.1602 1.6278 0.01 0.15 0.22 -0.566
Cl 1.5386 0.4152 0.6813 1.32 1.44 1.39 0.563
```
Forces are in eV/Å.

Properties
Relative energy (zero: lowest compared OMol25 entry of this formula, charge and spin) ... 1.877 eV
Net charge ... 0
Max |F| ... 2.77 eV Å⁻¹
E_HOMO (spin up / spin down) ... -9.84 / -10.23 eV

# 11
Computed, not measured: a structure of composition ClNa3, with ωB97M-V with the def2-TZVPD basis set.

Structure (XYZ):
```
4
Properties=species:S:1:pos:R:3:forces:R:3:nbo_charge:R:1
Na 3.1305 0.6405 -12.2737 0.41 -0.09 -0.34 0.992
Na 3.7889 -4.8423 -14.5635 0.26 0.36 -0.08 0.994
Na 1.1703 -2.7790 -11.9366 0.23 -0.04 -0.19 0.982
Cl 3.5095 -2.0785 -13.4760 -0.90 -0.23 0.62 -0.967
```
Forces are in eV/Å.

Properties
Relative energy (zero: lowest compared OMol25 entry of this formula, charge and spin) ... 0.305 eV
Net charge ... +2
Max |F| ... 1.11 eV Å⁻¹
E_HOMO ... -17.39 eV

# 12
Computed, not measured: a structure of composition ClNiO4, with ωB97M-V with the def2-TZVPD basis set.

Structure (XYZ):
```
6
Properties=species:S:1:pos:R:3:forces:R:3:nbo_charge:R:1
Ni -0.9679 -0.6032 1.0154 -11.23 -2.12 9.63 1.447
Cl 0.2446 0.1908 -0.2368 9.88 5.48 -11.08 2.394
O 0.4259 0.5465 1.1487 1.94 3.39 2.04 -0.751
O 1.3010 0.6343 -1.2322 -4.27 -1.67 4.45 -0.556
O 0.1043 -1.2260 -0.0588 5.58 -7.42 -4.60 -0.801
O -1.1080 0.4576 -0.6363 -1.89 2.34 -0.44 -0.733
```
Forces are in eV/Å.

Properties
⟨S²⟩ ... 2.005
2S+1 ... 3
Net charge ... +1
Max |F| ... 15.82 eV Å⁻¹
E_HOMO (spin up / spin down) ... -17.83 / -18.32 eV